#P
The following is a quantum chemistry calculation of 2 unconnected molecules or ions with the total composition C8H19NO, from the Open Molecules 2025 dataset.

Each line ends with the natural charge from an NBO analysis.
Cartesian coordinates (Å):
1 C -1.461 0.016 2.394  -0.25
2 C -0.883 -1.342 2.069  -0.68
3 C -0.314 2.289 1.441  -0.50
4 C -1.398 1.494 -1.286  -0.73
5 C -1.235 0.537 -0.048  0.66
6 O -1.369 -0.609 -0.264  -0.36
7 N -1.253 1.095 1.279  -0.09
8 H -2.691 0.161 2.585  0.28
9 H -1.055 0.204 3.404  0.26
10 H -0.065 -1.559 2.584  0.23
11 H -0.392 -1.736 1.175  0.27
12 H 0.008 2.282 2.525  0.26
13 H -1.497 2.590 -0.892  0.23
14 H -1.826 -1.975 2.134  0.27
15 H 0.756 2.097 0.962  0.29
16 H -0.801 3.310 1.067  0.29
17 H -0.579 1.422 -2.015  0.27
18 H -2.323 1.219 -1.941  0.29
19 C 1.282 -0.765 -1.307  -0.36
20 C 2.557 -0.111 -1.691  -0.62
21 C 1.175 -2.296 -1.678  -0.63
22 H 0.972 -0.622 -0.213  0.15
23 H 0.481 -0.160 -1.884  0.17
24 H 2.498 0.902 -1.353  0.19
25 H 2.858 -0.188 -2.775  0.22
26 H 1.272 -2.419 -2.789  0.24
27 H 1.747 -2.787 -0.857  0.22
28 H 3.405 -0.481 -1.348  0.21
29 H 0.130 -2.569 -1.278  0.20

Output
Gap between HOMO and LUMO (alpha / beta) in eV: 10.5840 / 5.6809
HOMO level (alpha / beta) in hartree: -0.5153 / -0.5150
Spin multiplicity: 2
⟨S²⟩: 0.773
LUMO (alpha / beta) in eV: -3.44 / -8.33
Net charge: +1



#Q
The following is a quantum chemistry calculation of 2 unconnected molecules or ions with the total composition C8H19NO, from the Open Molecules 2025 dataset.

Each line ends with the natural charge from an NBO analysis.
Cartesian coordinates (Å):
1 C -1.968 -0.432 -1.914  -0.42
2 C -2.735 0.464 -0.948  -0.62
3 C -0.607 0.133 -2.432  -0.62
4 H -2.541 -0.706 -2.755  0.23
5 H -1.802 -1.474 -1.559  0.19
6 H -3.742 -0.033 -0.680  0.24
7 H -2.202 0.801 -0.113  0.17
8 H 0.052 0.497 -1.585  0.17
9 H -2.963 1.470 -1.359  0.22
10 H -0.845 0.988 -3.069  0.23
11 H 0.144 -0.643 -2.740  0.23
12 C 2.007 -0.677 2.182  -0.25
13 C 2.626 -1.614 1.013  -0.60
14 C -0.366 -1.007 1.199  -0.46
15 C 0.158 2.033 0.112  -0.82
16 C 1.109 1.250 1.051  0.69
17 O 1.897 1.755 1.749  -0.42
18 N 0.925 -0.223 1.237  -0.11
19 H 1.637 -1.066 3.077  0.24
20 H 2.784 0.196 2.406  0.29
21 H 2.364 -1.586 0.106  0.22
22 H 2.737 -2.649 1.208  0.25
23 H -0.265 -1.837 1.929  0.25
24 H -0.269 2.939 0.666  0.28
25 H 3.676 -1.093 0.810  0.25
26 H -1.182 -0.342 1.561  0.27
27 H -0.407 -1.297 0.039  0.28
28 H 0.667 2.298 -0.939  0.30
29 H -0.892 1.855 -0.253  0.29

Output
Gap between HOMO and LUMO (alpha / beta) in eV: 11.1293 / 7.0679
HOMO level (alpha / beta) in hartree: -0.5288 / -0.5294
Spin multiplicity: 2
⟨S²⟩: 0.759
LUMO (alpha / beta) in eV: -3.26 / -7.34
Net charge: +1



Verdict on stability: #P comes out at the bottom.



#P
The following is a quantum chemistry calculation of 2 unconnected molecules or ions with the total composition C10H16, from the Open Molecules 2025 dataset.

Each line ends with the natural charge from an NBO analysis.
Cartesian coordinates (Å):
1 C 0.096 -1.763 -1.909  -0.39
2 C 1.267 -2.049 -2.846  -0.61
3 C -0.911 -2.911 -1.823  -0.62
4 H 0.432 -1.528 -0.900  0.18
5 H -0.317 -0.832 -2.305  0.18
6 H 1.886 -1.179 -3.045  0.20
7 H -1.942 -2.708 -2.098  0.22
8 H -0.610 -3.713 -2.505  0.22
9 H 0.904 -2.430 -3.805  0.22
10 H 1.935 -2.822 -2.453  0.21
11 H -0.894 -3.361 -0.836  0.21
12 C 0.168 0.948 3.504  -0.68
13 C 0.965 0.903 -0.174  -0.15
14 C -0.313 1.302 -0.694  0.05
15 C 1.136 0.883 1.168  -0.20
16 C 0.037 1.149 2.036  0.25
17 C -1.389 1.647 0.138  -0.21
18 C -1.225 1.553 1.488  -0.14
19 H 1.773 0.823 -0.882  0.26
20 H -0.411 1.365 -1.766  0.24
21 H 2.077 0.638 1.635  0.25
22 H -2.338 1.960 -0.268  0.26
23 H 0.450 1.896 3.972  0.29
24 H 0.901 0.166 3.715  0.26
25 H -2.039 1.878 2.131  0.25
26 H -0.783 0.603 3.897  0.26

Output
Gap between HOMO and LUMO (alpha / beta) in eV: 9.9282 / 6.1971
HOMO level (alpha / beta) in hartree: -0.5253 / -0.5257
Spin multiplicity: 2
⟨S²⟩: 0.767
LUMO (alpha / beta) in eV: -4.36 / -8.11
Net charge: +1



#Q
The following is a quantum chemistry calculation of 2 unconnected molecules or ions with the total composition C10H16, from the Open Molecules 2025 dataset.

Each line ends with the natural charge from an NBO analysis.
Cartesian coordinates (Å):
1 C -1.571 1.688 -0.203  -0.68
2 C -2.305 -0.604 -1.093  -0.11
3 C -1.758 0.237 -0.040  0.25
4 C -2.184 -1.935 -0.959  -0.24
5 C -1.329 -0.339 1.120  -0.22
6 C -1.748 -2.591 0.173  0.02
7 C -1.408 -1.747 1.221  -0.12
8 H -2.723 -0.065 -2.020  0.26
9 H -2.595 -2.583 -1.702  0.25
10 H -0.818 1.788 -0.991  0.30
11 H -1.716 2.242 0.560  0.25
12 H -1.016 0.234 1.992  0.26
13 H -1.672 -3.654 0.269  0.25
14 H -1.032 -2.180 2.185  0.25
15 H -2.320 2.121 -0.825  0.27
16 C 1.805 0.746 0.488  -0.41
17 C 2.137 1.525 -0.814  -0.61
18 C 3.001 -0.252 0.708  -0.61
19 H 1.644 1.344 1.426  0.22
20 H 0.957 0.097 0.244  0.18
21 H 3.029 1.338 -1.224  0.21
22 H 3.709 0.116 1.348  0.22
23 H 1.992 2.609 -0.721  0.22
24 H 1.499 1.336 -1.696  0.19
25 H 2.758 -1.304 0.761  0.21
26 H 3.664 -0.167 -0.206  0.21

Output
Gap between HOMO and LUMO (alpha / beta) in eV: 9.8899 / 5.7122
HOMO level (alpha / beta) in hartree: -0.5184 / -0.5184
Spin multiplicity: 2
⟨S²⟩: 0.768
LUMO (alpha / beta) in eV: -4.22 / -8.39
Net charge: +1



Verdict on stability: #Q comes out at the bottom.



#P
The following is a quantum chemistry calculation of C5H8N2 in the gas phase, from the Open Molecules 2025 dataset.

Each line ends with the natural charge from an NBO analysis.
Cartesian coordinates (Å):
1 C -2.053 -1.892 -0.067  0.13
2 C 1.005 -2.306 0.122  -0.13
3 C 0.872 -1.008 0.034  0.05
4 C 2.059 -0.066 0.049  -0.62
5 C -2.557 0.515 0.132  -0.45
6 N -0.332 -0.248 -0.107  -0.49
7 N -1.740 -0.685 -0.023  -0.37
8 H 1.743 -2.934 0.452  0.17
9 H 1.926 0.810 -0.608  0.21
10 H 2.199 0.252 1.086  0.23
11 H 2.812 -0.516 -0.406  0.22
12 H -3.656 0.153 0.298  0.25
13 H -2.314 1.275 -0.739  0.20
14 H -2.412 1.149 0.979  0.22
15 H -0.345 0.728 -0.280  0.38

Output
Gap between HOMO and LUMO (alpha / beta) in eV: 7.9973 / 7.9248
HOMO level (alpha / beta) in hartree: -0.2683 / -0.3025
Spin multiplicity: 3
⟨S²⟩: 2.017
LUMO (alpha / beta) in eV: 0.70 / -0.31



#Q
The following is a quantum chemistry calculation of C5H8N2 in the gas phase, from the Open Molecules 2025 dataset.

Each line ends with the natural charge from an NBO analysis.
Cartesian coordinates (Å):
1 C 1.938 0.714 0.679  0.17
2 C 0.339 0.355 -0.685  0.25
3 C -0.226 0.133 0.552  0.12
4 C -0.329 -0.022 -1.999  -0.69
5 C -1.351 -0.674 1.014  -0.65
6 N 1.628 0.746 -0.599  -0.49
7 N 0.789 0.408 1.431  -0.66
8 H 2.893 0.888 1.219  0.19
9 H -1.410 0.328 -2.249  0.23
10 H 0.396 0.292 -2.902  0.25
11 H -0.448 -1.091 -2.178  0.23
12 H -1.045 -1.433 1.643  0.21
13 H -2.097 0.029 1.575  0.22
14 H -1.879 -1.250 0.110  0.22
15 H 0.801 0.576 2.390  0.39

Output
Gap between HOMO and LUMO (alpha / beta) in eV: 5.1557 / 8.3117
HOMO level (alpha / beta) in hartree: -0.1527 / -0.3616
Spin multiplicity: 3
⟨S²⟩: 2.017
LUMO (alpha / beta) in eV: 1.00 / -1.53



Verdict on stability: #P comes out at the bottom.